Entry 1:
Computed, not measured: the molecule C17H26O4, with ωB97M-V with the def2-TZVPD basis set.

Values from the calculation:
Molar mass ... 294.4 g mol⁻¹
Electronic energy ... -26240.1330 eV
SMILES ... CCCCCCCCCCCC1C(=O)C(=O)CC(=O)C1=O

Geometry as XYZ:
```
47
Properties=species:S:1:pos:R:3:forces:R:3:nbo_charge:R:1
C -7.2121 -1.5542 0.6026 0.15 -0.03 -0.23 -0.5999
C -6.0023 -1.4230 -0.3163 -0.04 0.10 0.32 -0.3865
C -4.9076 -0.5373 0.2740 -0.03 -0.19 -0.46 -0.3876
C -3.7437 -0.3550 -0.6978 -0.03 0.22 0.45 -0.3845
C -2.6581 0.5650 -0.1444 0.01 -0.21 -0.41 -0.3891
C -1.5764 0.8498 -1.1844 -0.06 0.31 0.25 -0.3879
C -0.5099 1.8249 -0.6836 0.06 -0.40 0.01 -0.3868
C 0.5221 1.1494 0.2182 -0.02 0.44 -0.11 -0.3944
C 1.5288 2.1472 0.7939 0.01 -0.32 0.16 -0.3898
C 2.7764 1.4570 1.3501 -0.04 0.22 -0.29 -0.3962
C 3.7523 1.0894 0.2312 -0.04 -0.04 0.35 -0.3899
H 4.1642 1.9998 -0.2091 0.01 -0.07 -0.09 0.2294
H 3.2243 0.5505 -0.5585 -0.06 0.08 -0.10 0.2074
C 4.9086 0.2274 0.7676 0.32 0.21 0.26 -0.4338
C 5.8577 -0.1472 -0.3574 -0.06 0.46 0.10 0.5065
O 7.0349 0.0700 -0.3613 0.10 -0.02 -0.15 -0.4581
C 5.1212 -0.9023 -1.4655 0.24 -0.35 -0.15 0.5056
O 5.0113 -0.5158 -2.5928 0.06 0.08 -0.03 -0.4621
C 4.5012 -2.1836 -0.9348 -0.44 -0.12 -0.45 -0.6276
C 3.5984 -1.8446 0.2388 0.23 -0.45 -0.05 0.5066
O 2.4288 -2.0928 0.2838 -0.12 0.02 0.14 -0.4674
C 4.3838 -1.0919 1.3106 -0.13 0.44 0.31 0.5060
O 4.6214 -1.5222 2.4035 -0.12 -0.14 -0.02 -0.4622
H 5.3085 -2.8280 -0.5775 0.07 -0.04 0.08 0.2655
H 3.9332 -2.6890 -1.7175 0.07 0.06 0.07 0.2675
H 5.4576 0.7527 1.5570 -0.02 -0.19 -0.14 0.2613
H 3.2824 2.1181 2.0568 0.07 -0.08 0.06 0.2109
H 2.4815 0.5563 1.8914 -0.04 -0.04 0.13 0.2055
H 1.0509 2.7227 1.5903 -0.02 0.06 -0.08 0.2087
H 1.8339 2.8537 0.0180 -0.03 0.10 -0.02 0.1947
H 0.0166 0.6403 1.0402 0.05 -0.12 0.04 0.2017
H 1.0444 0.3864 -0.3649 -0.02 -0.09 0.02 0.1928
H -0.9915 2.6411 -0.1400 -0.02 0.11 -0.02 0.1939
H 0.0093 2.2612 -1.5386 0.06 0.11 -0.02 0.1980
H -1.0993 -0.0871 -1.4798 0.01 -0.06 -0.11 0.1964
H -2.0539 1.2691 -2.0739 -0.02 -0.07 -0.04 0.1989
H -2.2166 0.1044 0.7416 0.01 0.04 0.11 0.1941
H -3.1124 1.5107 0.1645 0.00 0.03 0.07 0.1912
H -3.3087 -1.3296 -0.9328 0.00 -0.04 -0.09 0.1950
H -4.1241 0.0701 -1.6304 -0.01 -0.05 -0.09 0.1912
H -4.5444 -0.9756 1.2067 0.00 0.03 0.09 0.1932
H -5.3333 0.4413 0.5114 0.01 0.05 0.09 0.1906
H -5.5910 -2.4155 -0.5140 0.02 -0.02 -0.11 0.1928
H -6.3228 -1.0013 -1.2719 0.04 -0.05 -0.08 0.1918
H -7.6762 -0.5823 0.7639 -0.07 0.05 0.07 0.1996
H -7.9523 -2.2199 0.1629 -0.12 -0.02 0.05 0.2071
H -6.9174 -1.9601 1.5680 -0.02 -0.03 0.13 0.2000
```
Forces are in eV/Å.



Entry 2:
Computed, not measured: a cluster of 3 separate species, C17H26O9 in total at a distorted geometry, with ωB97M-V with the def2-TZVPD basis set.

Values from the calculation:
Molar mass ... 374.4 g mol⁻¹
Electronic energy ... -36474.9760 eV
SMILES ... C[C@H](O)CC1=CC(=O)C=CC1=O.CCOC(=O)OC.CCOC(=O)OC

Geometry as XYZ:
```
52
Properties=species:S:1:pos:R:3:forces:R:3:nbo_charge:R:1
C 2.2223 0.8934 0.0280 0.74 0.64 -0.99 -0.6522
C 1.7427 0.1475 -1.3076 0.67 -1.37 0.47 0.1160
O 1.3892 1.0872 -2.3397 0.03 -0.87 0.71 -0.7267
C 0.6137 -0.9810 -1.0363 0.33 0.80 0.70 -0.4646
C -0.7758 -0.3825 -0.5494 -1.20 -1.54 2.15 -0.0394
C -1.4243 -1.0407 0.5337 0.36 1.71 -1.68 -0.2540
C -2.7858 -0.4536 1.0853 -1.25 0.22 0.87 0.5245
O -3.6876 -1.1075 1.6517 3.19 1.75 -1.89 -0.5222
C -2.9779 1.1353 0.9323 1.69 0.62 -1.94 -0.2567
C -2.3442 1.7944 -0.1376 -0.38 -2.08 1.71 -0.2500
C -1.5160 0.8808 -1.1494 -0.44 1.32 -2.06 0.5136
O -1.5317 1.1948 -2.3670 0.37 -1.39 3.97 -0.5035
H 1.5153 1.7204 0.3714 0.71 -1.35 -0.37 0.2230
H 3.2058 1.4254 -0.2533 -1.49 -0.70 0.45 0.2279
H 2.5016 0.1717 0.8689 -0.74 0.89 -1.23 0.2237
H 2.6629 -0.4438 -1.6796 -1.26 0.71 0.63 0.1639
H 1.1110 0.5735 -3.1246 0.05 0.39 0.66 0.4771
H 1.0234 -1.5972 -0.1519 -0.74 0.85 -1.35 0.2292
H 0.5474 -1.7031 -1.9120 -0.22 1.14 0.88 0.2351
H -0.9703 -1.9740 1.0182 -0.95 1.47 -0.79 0.2440
H -3.5905 1.7115 1.6964 0.69 -1.14 -1.11 0.2434
H -2.3911 2.9223 -0.3215 -0.04 -1.94 0.10 0.2504
C -4.9916 -2.9129 3.5601 0.04 -0.26 0.06 -0.6413
C -5.3869 -2.4689 4.9553 -0.03 0.34 -0.63 -0.0707
O -5.2844 -3.5499 5.8922 0.33 -0.11 0.47 -0.4959
C -4.0420 -3.8482 6.2969 -0.25 -0.07 -0.23 0.9834
O -3.0273 -3.2922 5.9548 -0.26 -0.15 0.21 -0.6471
O -4.1185 -4.8959 7.1361 -0.04 0.34 -0.17 -0.4969
C -2.8496 -5.3802 7.5696 0.33 -0.20 0.23 -0.2569
H -5.5693 -3.7908 3.2587 -0.11 0.10 0.07 0.2041
H -5.1587 -2.1139 2.8396 -0.04 -0.14 0.18 0.2420
H -3.9382 -3.1960 3.5180 -0.06 0.18 0.02 0.2212
H -6.4333 -2.1552 4.9521 0.05 -0.25 0.26 0.1884
H -4.7951 -1.6120 5.2892 0.09 -0.23 0.04 0.1906
H -2.2438 -4.5783 7.9968 -0.05 -0.04 -0.20 0.1961
H -2.3275 -5.8540 6.7361 0.06 0.16 0.05 0.1871
H -3.0239 -6.1297 8.3422 -0.25 0.11 -0.14 0.1944
C 2.3948 3.4282 -4.2271 0.05 0.34 -0.03 -0.6472
C 3.2607 2.2018 -4.4446 -0.46 0.12 0.50 -0.0622
O 4.1605 2.3923 -5.5445 0.51 0.04 -0.08 -0.4984
C 5.2339 3.1535 -5.2876 -0.27 0.03 -0.12 0.9828
O 5.5045 3.6716 -4.2324 0.01 -0.21 -0.31 -0.6446
O 5.9484 3.2606 -6.4211 -0.20 -0.14 0.31 -0.4966
C 7.0744 4.1286 -6.3120 0.40 0.22 -0.06 -0.2572
H 1.8817 3.7045 -5.1518 -0.03 -0.14 0.03 0.2074
H 1.6520 3.2430 -3.4497 0.09 -0.06 -0.09 0.2382
H 2.9966 4.2892 -3.9277 0.02 -0.14 0.04 0.2217
H 2.6258 1.3518 -4.7031 0.28 0.06 -0.28 0.1791
H 3.8102 1.9289 -3.5398 0.06 0.15 -0.16 0.1965
H 7.7119 3.8476 -5.4711 -0.19 0.10 0.00 0.1964
H 6.7390 5.1626 -6.2113 0.06 -0.08 0.15 0.1884
H 7.6557 4.0393 -7.2302 -0.26 -0.15 0.01 0.1946
```
Forces are in eV/Å.



Entry 3:
Computed, not measured: a structure of composition C17H27As3ClCsF5O4S, with ωB97M-V with the def2-TZVPD basis set.

Values from the calculation:
Molar mass ... 815.6 g mol⁻¹
Electronic energy ... -246260.3380 eV
Total charge ... -1

Geometry as XYZ:
```
59
Properties=species:S:1:pos:R:3:forces:R:3:nbo_charge:R:1
Cs -1.0206 2.0353 1.9488 -0.47 0.27 -0.78 0.9419
C -3.1608 -2.0492 -0.3638 -0.01 0.01 -0.01 -0.9506
As -1.6294 -1.6514 0.7894 0.05 0.19 0.21 0.8783
C -1.3385 -3.4625 1.4846 0.04 0.00 -0.01 -0.9542
C -0.3403 -1.6167 -0.6946 0.08 0.00 -0.02 -0.7176
C 1.1536 -1.3386 -0.4511 0.01 -0.02 0.00 -0.0718
C 1.7906 -2.4551 0.3797 -0.02 0.06 -0.03 -0.6214
C 1.3208 0.0114 0.2850 -0.04 -0.15 -0.19 -0.7346
As 3.0523 0.8824 0.7610 -0.07 0.06 0.10 0.8907
C 4.4792 0.1338 -0.3733 0.02 0.02 0.01 -0.9628
C 3.4911 -0.1445 2.3745 -0.04 0.02 0.00 -0.9602
C 1.8195 -1.2194 -1.8382 -0.02 -0.06 0.02 -0.7204
As 1.6927 -2.5180 -3.3351 -0.08 0.03 0.03 0.8675
C -0.1717 -2.2989 -3.9235 0.02 -0.01 -0.04 -0.9533
C 1.5077 -4.3001 -2.5188 0.04 0.01 -0.02 -0.9585
H -2.9504 -2.8816 -1.0378 0.02 0.00 0.01 0.2055
H -3.3909 -1.1575 -0.9468 -0.02 -0.01 -0.01 0.2428
H -4.0256 -2.2953 0.2515 0.00 0.01 0.00 0.2238
H -1.2211 -4.1966 0.6852 0.00 0.03 -0.03 0.2062
H -2.1938 -3.7374 2.1016 -0.01 0.00 -0.01 0.2255
H -0.4509 -3.4665 2.1145 -0.02 -0.04 0.01 0.2311
H -0.7366 -0.8434 -1.3620 0.00 0.00 -0.01 0.2328
H -0.4359 -2.5695 -1.2177 -0.02 -0.02 0.03 0.2044
H 1.4625 -2.3867 1.4188 0.02 -0.02 0.00 0.2160
H 2.8786 -2.3689 0.3706 0.00 0.00 0.01 0.2056
H 1.5267 -3.4421 0.0017 -0.01 -0.01 0.00 0.2069
H 0.8585 -0.0555 1.2795 0.01 -0.14 -0.10 0.2256
H 0.7600 0.7619 -0.2841 0.07 0.07 0.02 0.2283
H 5.4032 0.5453 0.0371 0.00 0.00 -0.01 0.2260
H 4.3848 0.4807 -1.4008 0.00 -0.01 0.00 0.2256
H 4.5503 -0.9534 -0.3519 -0.04 0.00 0.01 0.2061
H 3.7322 -1.1849 2.1600 -0.02 -0.01 -0.01 0.2044
H 2.6445 -0.0938 3.0597 0.01 -0.01 0.01 0.2571
H 4.3468 0.3292 2.8552 0.00 0.00 0.00 0.2231
H 2.8921 -1.1095 -1.7124 0.06 0.02 0.02 0.2266
H 1.4752 -0.2922 -2.3113 0.01 0.00 -0.01 0.2290
H -0.3621 -1.2403 -4.1012 -0.01 0.00 0.00 0.2342
H -0.9035 -2.6744 -3.2113 0.02 0.00 -0.03 0.2134
H -0.2887 -2.8295 -4.8685 0.00 0.01 -0.01 0.2202
H 2.4294 -4.5663 -2.0028 0.00 0.00 0.02 0.2252
H 1.3687 -4.9995 -3.3445 0.00 -0.01 0.01 0.2231
H 0.6684 -4.3982 -1.8328 -0.03 0.05 0.00 0.2101
O 1.0244 2.1325 3.9702 0.24 0.15 0.07 -0.9015
Cl 0.2408 1.2354 4.7983 0.30 -0.23 0.62 2.5383
O -1.1361 1.6850 4.7859 -0.17 0.07 0.26 -0.8984
O 0.7455 1.2246 6.1356 0.00 -0.04 -0.06 -0.8321
O 0.2998 -0.0850 4.2116 0.00 -0.11 -0.11 -0.8808
F -4.3050 7.8719 0.3556 0.00 -0.02 0.00 -0.3052
C -3.7625 6.6974 -0.0079 -0.01 0.05 0.01 0.2208
C -4.5323 5.5515 -0.0568 -0.05 -0.03 0.01 0.2954
F -5.8347 5.6217 0.2653 0.00 -0.02 0.00 -0.3139
C -3.9665 4.3480 -0.4340 0.06 0.06 -0.01 0.2742
F -4.7730 3.2762 -0.4574 -0.02 0.01 0.00 -0.3076
C -2.6171 4.2160 -0.7899 0.05 -0.06 0.03 -0.2684
S -1.9239 2.7114 -1.3042 0.05 -0.17 -0.05 -0.5140
C -1.8731 5.4024 -0.7112 -0.09 -0.03 0.01 0.2933
F -0.5677 5.3947 -1.0153 0.01 0.01 0.00 -0.3047
C -2.4228 6.6132 -0.3354 0.04 0.03 0.01 0.2577
F -1.6646 7.7205 -0.2844 0.01 -0.01 -0.01 -0.3045
```
Forces are in eV/Å.



| no. | HOMO level (eV) |
| --- | --- |
| 1 | -9.78 |
| 2 | -10.23 |
| 3 | -4.63 |